(1)
93
Properties=species:S:1:pos:R:3 method="wB97M-V/def2-TZVPD" charge=0 total_energy_ev=-492819.150 homo_energy_ev=-8.4 orbital_gap_ha=0.324
C -0.818 -1.475 2.406
C -1.289 -1.473 1.157
Si -0.089 -1.536 -0.248
O 1.023 -0.358 -0.010
C 1.903 0.030 -1.068
C 3.092 0.813 -0.499
C 4.394 0.160 -0.966
C 3.062 2.301 -0.884
C 1.712 3.016 -0.712
C 1.547 3.465 0.743
C 1.609 4.237 -1.654
O -0.757 -1.307 -1.733
Si -2.204 -1.765 -2.358
O -1.909 -2.810 -3.601
C -3.049 -0.191 -2.855
C -3.568 0.482 -1.574
C -4.393 1.763 -1.783
C -3.564 3.061 -1.666
C -3.871 3.947 -0.452
C -3.350 3.412 0.890
C -4.029 2.161 1.468
C -5.539 2.312 1.633
C -6.264 1.066 2.205
C -5.527 -0.262 2.034
P 1.006 -3.547 -0.324
O -0.282 -4.538 -0.040
Cl 1.911 -3.425 1.537
H -1.429 -1.762 3.258
H 0.210 -1.201 2.618
H -2.369 -1.488 1.022
H 1.349 0.622 -1.800
H 2.265 -0.868 -1.587
H 3.041 0.724 0.589
H 4.355 -0.911 -0.756
H 4.518 0.294 -2.044
H 5.262 0.600 -0.469
H 3.458 2.422 -1.897
H 3.772 2.818 -0.226
H 0.878 2.355 -0.955
H 0.504 3.696 0.965
H 1.906 2.714 1.450
H 2.120 4.381 0.914
H 1.397 5.152 -1.096
H 2.545 4.410 -2.188
H 0.815 4.121 -2.394
H -3.016 -2.488 -1.344
H -2.709 -3.071 -4.067
H -2.262 0.428 -3.300
H -3.842 -0.348 -3.592
H -2.694 0.751 -0.970
H -4.158 -0.240 -1.000
H -5.228 1.775 -1.081
H -4.825 1.723 -2.787
H -3.717 3.655 -2.571
H -2.494 2.816 -1.648
H -4.939 4.176 -0.408
H -3.376 4.908 -0.624
H -2.274 3.228 0.791
H -3.465 4.208 1.635
H -3.771 1.291 0.864
H -3.614 2.006 2.470
H -5.698 3.144 2.327
H -6.017 2.597 0.694
H -6.499 1.232 3.258
H -7.221 0.974 1.685
H -6.106 -1.075 2.477
H -5.379 -0.499 0.978
H -4.551 -0.263 2.523
H -0.740 -4.349 0.791
Br 4.975 -3.467 -1.672
C 6.699 -2.963 -0.939
C 7.636 -2.449 -2.001
Br 8.308 -3.894 -3.108
H 7.087 -3.846 -0.442
H 6.495 -2.184 -0.206
H 8.507 -1.985 -1.544
H 7.150 -1.741 -2.666
Br 8.924 -7.813 -3.507
C 7.340 -8.546 -2.655
C 6.459 -7.466 -2.078
Br 7.207 -6.745 -0.435
H 7.684 -9.233 -1.888
H 6.814 -9.095 -3.432
H 5.490 -7.876 -1.803
H 6.327 -6.628 -2.757
Br -1.178 3.612 4.300
C -2.370 3.478 5.826
C -2.597 2.045 6.230
Br -3.778 1.126 4.992
H -3.294 3.975 5.548
H -1.886 4.024 6.633
H -3.084 1.998 7.201
H -1.672 1.477 6.256

(2)
8
Properties=species:S:1:pos:R:3 method="wB97M-V/def2-TZVPD" charge=-1 smiles="CSC(=O)[O-]" total_energy_ev=-17053.154 homo_energy_ev=-4.1 orbital_gap_ha=0.285
C -2.718 0.280 -0.059
C 0.049 -0.171 -0.020
O -2.016 1.577 0.032
O -3.915 0.049 0.090
S -1.550 -1.150 -0.060
H 0.567 -0.598 -0.953
H 0.727 -0.408 0.689
H -0.241 0.963 -0.157

(3)
22
Properties=species:S:1:pos:R:3 method="wB97M-V/def2-TZVPD" charge=0 smiles=CCN(C)CC.O total_energy_ev=-8964.578 homo_energy_ev=-7.6 orbital_gap_ha=0.307
C 0.635 -1.802 -0.294
C -0.453 -1.476 0.774
N -1.012 -0.187 0.540
C -1.678 0.277 -0.681
C -0.702 0.825 -1.723
C -0.777 0.901 1.460
H 0.105 -1.783 -1.240
H 1.511 -1.173 -0.167
H 0.967 -2.844 -0.211
H 0.039 -1.480 1.745
H -1.136 -2.336 0.714
H -2.471 0.960 -0.388
H -2.156 -0.638 -1.054
H -1.022 0.510 -2.718
H 0.286 0.428 -1.528
H -0.551 1.902 -1.792
H -1.590 1.253 2.110
H -0.217 1.658 0.901
H -0.086 0.608 2.260
H 3.634 0.747 0.241
H 3.341 1.997 0.972
O 3.332 1.654 0.079

(4)
100
Properties=species:S:1:pos:R:3 method="wB97M-V/def2-TZVPD" charge=+3 spin_multiplicity=2 total_energy_ev=-267490.433 homo_energy_ev="-13.3 / -13.3" orbital_gap_ha="0.255 / 0.122"
Yb 1.387 0.552 -2.453
N 0.966 1.270 0.037
C 2.106 1.751 0.833
C 3.312 2.309 -0.081
N 3.135 2.125 -1.528
C 4.309 2.500 -2.249
C 4.261 2.155 -3.755
N 2.996 1.634 -4.114
H 0.325 0.825 0.673
H 0.374 2.133 -0.212
H 1.804 2.516 1.570
H 2.499 0.906 1.409
H 3.530 3.369 0.196
H 4.180 1.833 0.226
H 2.444 2.829 -1.806
H 4.663 3.550 -2.173
H 5.085 1.976 -1.717
H 4.615 2.987 -4.349
H 5.104 1.415 -3.870
H 2.340 2.381 -4.268
H 3.032 1.074 -4.945
F -4.124 1.826 8.118
C -3.538 0.855 7.461
C -2.867 -0.223 8.051
F -2.812 -0.287 9.396
C -2.462 -1.324 7.261
F -2.200 -2.473 8.039
C -2.360 -1.231 5.874
P -1.773 -2.575 4.702
C -0.673 -3.407 5.859
C -0.638 -4.849 5.920
C 0.145 -5.501 6.803
C 0.902 -4.801 7.726
C 0.996 -3.410 7.606
C 0.238 -2.731 6.716
C -3.288 -3.524 4.551
C -4.045 -3.549 3.394
C -5.083 -4.443 3.179
C -5.366 -5.460 4.055
C -4.599 -5.483 5.233
C -3.627 -4.562 5.481
C -2.916 -0.133 5.238
Br -2.874 -0.066 3.232
C -3.511 0.865 6.047
F -3.888 2.035 5.477
H -1.212 -5.436 5.265
H 0.227 -6.586 6.810
H 1.247 -5.279 8.620
H 1.665 -2.914 8.299
H 0.256 -1.656 6.739
H -3.862 -2.814 2.679
H -5.593 -4.372 2.218
H -6.112 -6.263 3.730
H -4.765 -6.281 5.946
H -2.992 -4.614 6.422
C -1.574 -2.434 -6.360
C -1.721 -2.318 -4.870
N -2.586 -2.981 -4.147
N -2.245 -2.726 -2.858
C -1.310 -1.792 -2.721
S -0.787 -1.111 -1.287
N -0.883 -1.573 -4.052
N 0.036 -0.548 -4.399
H -2.047 -3.439 -6.631
H -0.583 -2.586 -6.758
H -2.089 -1.632 -6.898
H -2.721 -3.186 -2.068
H -0.421 0.240 -4.943
H 0.724 -1.035 -4.965
Br 6.840 -2.182 -1.639
C 5.018 -2.465 -2.039
C 4.577 -3.757 -2.082
C 3.198 -3.957 -2.318
C 2.369 -2.854 -2.649
N 2.800 -1.563 -2.511
C 4.103 -1.397 -2.287
H 5.251 -4.598 -1.798
H 2.719 -4.961 -2.314
H 1.292 -3.020 -2.765
H 4.583 -0.371 -2.277
C 0.956 8.566 -5.790
C 0.305 7.347 -5.075
C -0.093 7.394 -3.697
C -0.436 6.259 -2.957
C -0.209 4.970 -3.575
C 0.080 4.936 -4.960
C 0.279 6.109 -5.704
S -0.312 3.596 -2.402
C -2.088 3.533 -2.339
O 0.115 2.262 -3.085
H 1.620 9.223 -5.186
H 0.100 9.219 -6.160
H 1.522 8.129 -6.673
H 0.032 8.353 -3.137
H -0.690 6.357 -1.915
H 0.166 3.946 -5.451
H 0.304 6.072 -6.821
H -2.375 4.309 -1.642
H -2.303 2.524 -2.014
H -2.474 3.719 -3.352

(5)
114
Properties=species:S:1:pos:R:3 method="wB97M-V/def2-TZVPD" charge=0 total_energy_ev=-59830.227 homo_energy_ev=-9.8 orbital_gap_ha=0.372
C -2.989 -20.006 10.379
O -2.965 -18.694 9.739
H -3.975 -20.465 10.606
H -2.420 -20.766 9.801
H -2.447 -19.938 11.306
H -2.942 -18.798 8.822
C -2.828 -14.545 8.526
O -4.110 -14.489 9.061
H -2.585 -13.512 8.233
H -2.066 -14.997 9.145
H -2.808 -15.097 7.546
H -4.283 -15.336 9.528
C -8.335 -16.380 3.837
O -9.164 -15.692 4.803
H -7.704 -15.629 3.372
H -7.652 -17.201 4.193
H -9.016 -16.883 3.070
H -9.296 -16.251 5.555
C -3.707 -16.333 11.724
O -4.383 -16.706 10.546
H -4.241 -15.485 12.171
H -3.704 -17.195 12.442
H -2.662 -16.048 11.506
H -3.982 -17.530 10.246
C -4.840 -22.875 9.051
O -5.987 -23.288 8.361
H -4.508 -21.784 8.811
H -5.023 -22.735 10.068
H -4.010 -23.496 8.886
H -5.678 -23.600 7.527
C -5.770 -20.938 3.863
O -5.088 -19.686 3.805
H -5.189 -21.665 4.407
H -6.722 -20.730 4.372
H -5.917 -21.221 2.808
H -5.274 -19.049 4.523
C -8.248 -25.649 10.358
O -7.968 -26.803 9.618
H -9.315 -25.362 10.207
H -8.193 -25.958 11.412
H -7.592 -24.814 10.048
H -7.181 -27.206 9.997
C -8.309 -24.424 6.328
O -7.879 -23.422 5.350
H -7.863 -24.204 7.256
H -9.471 -24.426 6.328
H -7.940 -25.408 5.990
H -8.107 -22.577 5.714
C -10.418 -19.830 5.880
O -9.855 -20.918 6.547
H -11.133 -19.280 6.508
H -9.569 -19.146 5.601
H -10.939 -20.188 4.990
H -9.077 -20.757 7.126
C -10.248 -16.270 8.073
O -9.079 -16.912 7.491
H -10.557 -15.388 7.463
H -11.086 -16.932 8.002
H -10.158 -15.989 9.130
H -8.374 -16.543 8.025
C -10.344 -22.169 10.811
O -9.632 -20.903 10.680
H -10.616 -22.482 9.772
H -9.717 -22.947 11.265
H -11.207 -22.035 11.464
H -9.019 -20.992 9.931
C -3.089 -20.222 6.318
O -3.285 -18.913 6.853
H -2.360 -20.217 5.525
H -2.804 -20.739 7.131
H -3.984 -20.643 5.944
H -3.908 -18.488 6.279
C -7.724 -21.138 13.481
O -7.494 -20.293 12.345
H -8.651 -20.817 13.969
H -7.832 -22.167 13.136
H -6.923 -21.106 14.198
H -8.257 -20.590 11.799
C -7.923 -16.381 10.637
O -6.958 -16.114 9.605
H -7.411 -16.286 11.647
H -8.792 -15.743 10.631
H -8.294 -17.407 10.534
H -6.140 -16.418 10.063
C -6.963 -19.631 8.444
O -7.581 -20.943 8.505
H -6.454 -19.616 7.506
H -7.782 -18.925 8.476
H -6.340 -19.455 9.317
H -6.880 -21.642 8.304
C -6.846 -13.686 6.843
O -5.740 -14.583 6.684
H -7.063 -13.561 7.911
H -6.519 -12.708 6.513
H -7.718 -14.004 6.275
H -5.491 -14.789 7.583
C -3.752 -16.513 4.978
O -5.007 -17.001 5.485
H -3.099 -16.120 5.743
H -3.276 -17.426 4.532
H -3.916 -15.806 4.151
H -5.433 -16.212 6.002
C -11.410 -18.747 12.250
O -10.326 -18.945 13.082
H -12.261 -18.905 12.914
H -11.479 -17.706 11.823
H -11.451 -19.458 11.372
H -9.469 -19.046 12.656
C -3.556 -24.129 5.435
O -4.814 -24.601 5.999
H -2.782 -24.876 5.674
H -3.561 -24.112 4.367
H -3.334 -23.176 5.895
H -5.510 -24.504 5.294

(6)
49
Properties=species:S:1:pos:R:3 method="wB97M-V/def2-TZVPD" charge=-1 total_energy_ev=-46901.080 homo_energy_ev=-5.2 orbital_gap_ha=0.294
C -4.072 -1.456 -1.405
O -4.238 -0.206 -0.784
C -4.351 -0.280 0.622
C -3.508 0.819 1.256
C -2.089 0.760 0.685
C -1.019 1.237 1.657
N 0.290 0.659 1.388
C 1.202 0.978 2.487
C 2.098 -0.216 2.892
C 3.590 0.098 2.900
Cl 4.558 -1.276 2.260
C 0.791 0.960 0.047
C 2.304 0.797 -0.080
C 2.854 0.804 -1.487
F 2.502 1.930 -2.217
N 0.357 2.315 -0.444
C 0.959 3.283 -0.068
O 1.524 4.222 0.307
C 0.208 -0.125 -0.952
O 0.496 -1.305 -0.640
O -0.423 0.293 -1.976
H -3.115 -1.908 -1.139
H -4.877 -2.141 -1.119
H -4.100 -1.317 -2.478
H -4.011 -1.250 0.984
H -5.402 -0.141 0.893
H -3.970 1.778 1.039
H -3.483 0.613 2.325
H -1.871 -0.290 0.484
H -2.020 1.250 -0.276
H -1.019 2.335 1.666
H -1.340 0.948 2.655
H 1.806 1.872 2.313
H 0.616 1.232 3.365
H 1.830 -0.553 3.889
H 1.869 -1.018 2.199
H 3.836 0.987 2.337
H 3.956 0.227 3.911
H 2.500 -0.204 0.299
H 2.863 1.491 0.543
H 2.583 -0.091 -2.038
H 3.943 0.810 -1.414
C 0.425 -2.599 -3.290
N 1.196 -2.839 -4.542
O 0.617 -3.312 -5.503
O 2.374 -2.546 -4.535
H -0.598 -2.911 -3.462
H 0.891 -3.177 -2.501
H 0.467 -1.539 -3.054

(7)
10
Properties=species:S:1:pos:R:3 method="wB97M-V/def2-TZVPD" charge=+4 total_energy_ev=-61609.678 homo_energy_ev="-32.1 / -31.3" orbital_gap_ha="0.315 / 0.260"
C -0.913 0.297 0.070
C -1.213 -1.043 0.030
O -1.379 1.424 0.124
H -1.568 -1.449 -0.924
H -1.524 -1.520 0.967
H -0.756 2.171 -0.030
O 0.744 -1.468 -0.038
C 1.185 -0.334 -0.003
Ga 3.251 1.611 -0.274
O 2.175 0.311 0.079

(8)
10
Properties=species:S:1:pos:R:3 method="wB97M-V/def2-TZVPD" charge=0 spin_multiplicity=3 total_energy_ev=-6722.542 homo_energy_ev="-7.3 / -10.6" orbital_gap_ha="0.307 / 0.358"
C 1.020 0.563 0.665
C 1.734 -0.062 -0.427
C -1.957 0.275 -0.437
N 0.987 -0.676 0.695
O -2.292 -0.689 0.428
H 1.260 -0.073 -1.448
H 2.770 -0.214 -0.515
H -2.860 0.421 -1.064
H 0.750 1.395 1.226
H -1.412 -0.941 0.875

(9)
61
Properties=species:S:1:pos:R:3 method="wB97M-V/def2-TZVPD" charge=0 smiles="COC(=O)OC.COC(=O)OC.COC(=O)OC.ClC(Cl)Cl.ClC(Cl)Cl.ClC(Cl)Cl.ClC(Cl)Cl.ClC(Cl)Cl" total_energy_ev=-221152.262 homo_energy_ev=-10.8 orbital_gap_ha=0.403
C -6.966 -0.873 -0.118
O -6.200 -0.727 1.086
C -6.128 -1.712 1.987
O -6.495 -2.866 1.774
O -5.355 -1.253 3.040
C -5.041 -2.209 4.042
H -6.842 -1.755 -0.745
H -6.861 -0.015 -0.783
H -8.030 -0.804 0.108
H -5.932 -2.665 4.475
H -4.605 -1.813 4.959
H -4.369 -2.967 3.639
C -1.138 0.911 -1.962
O 0.100 1.487 -1.820
C 0.622 1.644 -0.580
O -0.034 1.419 0.422
O 1.863 2.232 -0.671
C 2.546 2.538 0.545
H -1.273 -0.006 -1.388
H -1.138 0.615 -3.011
H -1.938 1.612 -1.724
H 3.157 1.649 0.706
H 1.942 2.595 1.450
H 3.253 3.367 0.573
C -4.278 -5.866 -4.780
O -3.075 -5.582 -4.080
C -3.034 -5.852 -2.741
O -3.994 -6.248 -2.081
O -1.801 -5.562 -2.333
C -1.309 -5.858 -1.064
H -4.624 -6.870 -4.536
H -4.074 -5.926 -5.849
H -4.995 -5.070 -4.580
H -1.826 -6.674 -0.559
H -1.413 -4.994 -0.408
H -0.266 -6.160 -1.158
C 7.641 -1.683 -2.452
Cl 8.743 -3.120 -2.729
Cl 8.153 -0.888 -0.949
Cl 5.966 -2.072 -2.430
H 7.826 -0.932 -3.220
C 4.061 0.454 8.492
Cl 4.975 1.710 9.285
Cl 4.246 -1.083 9.402
Cl 4.745 0.241 6.868
H 2.996 0.682 8.521
C 2.563 3.517 -6.481
Cl 2.406 4.912 -7.631
Cl 4.212 3.167 -5.936
Cl 1.891 2.070 -7.195
H 1.949 3.764 -5.616
C -4.586 5.015 1.575
Cl -5.145 5.747 3.125
Cl -3.133 5.795 1.078
Cl -5.807 5.116 0.366
H -4.478 3.957 1.811
C 10.206 6.855 2.465
Cl 10.953 5.487 1.751
Cl 8.985 6.157 3.628
Cl 9.279 7.942 1.384
H 10.905 7.449 3.053